[1]
Here is 2 unconnected molecules or ions with the total composition Br2HOP in a non-equilibrium geometry from the OMol25 dataset. Energies are from ωB97M-V with the def2-TZVPD basis set.

The calculation puts the total energy at -151438.1666 eV. The highest occupied orbital energy comes out at -10.6 eV. The value obtained for the HOMO-LUMO gap is 9.43 eV. Its SMILES is O=PBr.Br.

Structure (ORCA input):
```
! RIJCOSX wB97M-V def2-TZVPD def2/J DEFGRID3
* xyz 0 1
O 2.64 -1.24 -1.61
P 3.38 -1.26 -0.38
Br -1.36 0.03 -1.29
Br 3.18 0.78 0.53
H -1.01 1.17 -0.51
*
```

Computed Mulliken charges, given in elementary charges: -0.3036 0.4798 -0.2030 -0.1720 0.1989

---

[2]
Here is 14 unconnected molecules or ions with the total composition C80H202N14O26 in a non-equilibrium geometry from the OMol25 dataset. Energies are from ωB97M-V with the def2-TZVPD basis set.

The calculation puts the total energy at -160312.0622 eV. The highest occupied orbital energy comes out at -8.2 eV. The value obtained for the HOMO-LUMO gap is 8.79 eV.

Structure (ORCA input):
```
! RIJCOSX wB97M-V def2-TZVPD def2/J DEFGRID3
* xyz 0 1
C 13.03 24.28 14.24
C 14.21 25.17 14.27
C 14.68 25.38 12.83
O 16.04 25.93 12.89
C 16.56 26.15 11.60
N 13.94 26.41 14.90
H 12.60 24.27 15.23
H 13.33 23.24 13.87
H 12.28 24.66 13.57
H 15.07 24.73 14.78
H 14.07 26.03 12.22
H 14.73 24.45 12.27
H 16.30 25.32 10.92
H 17.65 26.28 11.56
H 16.02 27.03 11.21
H 12.95 26.67 14.80
H 14.52 27.19 14.55
C 23.00 24.15 21.23
C 24.52 24.13 20.91
C 25.01 25.57 21.03
O 24.46 26.41 20.08
C 25.18 27.60 19.86
N 25.32 23.32 21.74
H 22.62 23.15 20.95
H 22.43 24.89 20.68
H 22.83 24.35 22.28
H 24.49 23.72 19.90
H 26.10 25.61 20.96
H 24.72 25.97 22.04
H 24.61 28.30 19.25
H 26.09 27.38 19.28
H 25.52 28.12 20.77
H 24.96 23.41 22.67
H 25.16 22.34 21.49
C 20.48 20.01 23.59
O 21.26 21.06 23.03
C 22.40 21.24 23.82
C 23.43 20.18 23.49
N 23.80 20.14 22.12
C 24.51 19.05 21.50
C 23.99 17.64 21.94
O 22.61 17.67 21.90
C 22.00 16.78 22.84
H 21.03 19.05 23.61
H 19.53 19.95 22.99
H 20.24 20.27 24.64
H 22.18 21.30 24.88
H 22.81 22.22 23.54
H 23.12 19.18 23.87
H 24.26 20.40 24.14
H 22.90 20.30 21.66
H 25.57 19.12 21.85
H 24.55 19.22 20.43
H 24.40 17.40 22.98
H 24.43 16.86 21.34
H 20.99 17.13 22.98
H 22.56 16.80 23.80
H 22.00 15.78 22.43
C 20.32 28.94 15.46
O 19.01 28.48 15.74
C 18.70 27.25 15.16
C 17.39 26.70 15.71
N 17.56 26.40 17.13
C 16.24 26.01 17.68
C 16.29 25.96 19.18
O 16.16 27.29 19.56
C 16.27 27.48 21.00
H 20.98 28.14 15.78
H 20.50 29.87 15.95
H 20.49 29.19 14.43
H 19.48 26.55 15.36
H 18.60 27.39 14.04
H 17.18 25.74 15.21
H 16.62 27.46 15.49
H 17.87 27.23 17.67
H 16.01 25.03 17.25
H 15.41 26.67 17.41
H 17.23 25.58 19.55
H 15.47 25.36 19.57
H 15.89 28.48 21.13
H 17.30 27.47 21.43
H 15.71 26.66 21.48
C 16.09 18.95 17.53
O 14.93 18.35 17.09
C 13.80 18.68 17.86
C 12.82 17.59 17.90
N 13.49 16.39 18.46
C 12.63 15.23 18.43
C 13.50 13.94 18.38
O 14.70 14.09 17.58
C 14.45 14.36 16.25
H 16.96 18.43 17.08
H 16.30 18.85 18.57
H 16.12 19.97 17.20
H 13.46 19.62 17.43
H 14.11 18.81 18.90
H 12.37 17.39 16.89
H 11.98 17.87 18.51
H 14.20 16.15 17.80
H 12.09 15.26 17.40
H 11.84 15.25 19.22
H 12.84 13.18 17.97
H 13.91 13.79 19.39
H 15.39 14.52 15.71
H 13.74 15.17 16.12
H 13.87 13.53 15.74
C 23.15 26.85 14.23
O 23.56 25.92 15.24
C 22.79 26.07 16.42
C 23.05 24.91 17.39
N 22.36 23.69 16.98
C 22.83 22.57 17.74
C 22.09 21.32 17.35
O 22.28 21.17 15.97
C 21.50 20.16 15.47
H 23.26 27.84 14.54
H 22.08 26.56 13.98
H 23.72 26.65 13.33
H 21.69 26.10 16.18
H 23.03 27.04 16.90
H 22.63 25.21 18.37
H 24.13 24.77 17.48
H 22.56 23.47 15.99
H 22.70 22.79 18.82
H 23.92 22.42 17.58
H 21.02 21.45 17.54
H 22.47 20.46 17.89
H 21.71 20.00 14.38
H 20.39 20.36 15.53
H 21.76 19.28 16.05
C 11.18 16.80 10.91
O 10.69 18.13 11.13
C 11.63 19.11 10.80
C 10.88 20.42 11.13
N 10.50 20.39 12.53
C 11.63 20.57 13.40
C 11.14 20.66 14.84
O 10.65 19.40 15.20
C 10.12 19.43 16.54
H 11.39 16.80 9.85
H 10.39 16.10 11.14
H 12.04 16.55 11.53
H 11.87 19.00 9.72
H 12.62 19.01 11.31
H 9.99 20.39 10.57
H 11.48 21.31 10.91
H 10.00 19.53 12.70
H 12.12 21.49 13.12
H 12.40 19.77 13.39
H 10.45 21.44 14.91
H 12.05 20.92 15.46
H 10.86 19.66 17.29
H 9.62 18.46 16.78
H 9.35 20.22 16.54
C 12.88 23.82 25.77
O 13.76 22.82 25.31
C 15.04 23.29 25.29
C 15.97 22.27 24.63
N 16.26 21.11 25.49
C 17.15 20.15 24.83
C 16.50 18.94 24.13
O 16.17 19.25 22.79
C 15.85 18.16 21.98
H 11.88 23.38 25.77
H 12.92 24.67 25.13
H 13.08 24.24 26.82
H 15.38 23.45 26.32
H 15.11 24.23 24.73
H 16.91 22.71 24.36
H 15.43 22.01 23.70
H 15.48 20.62 25.84
H 17.82 19.72 25.60
H 17.83 20.67 24.15
H 15.56 18.77 24.66
H 17.18 18.05 24.12
H 16.64 17.41 21.92
H 15.63 18.61 20.97
H 14.94 17.68 22.33
C 20.90 23.10 11.81
O 20.29 22.70 13.04
C 20.06 23.89 13.84
C 19.23 23.45 15.08
N 17.95 23.00 14.51
C 17.07 22.46 15.57
C 15.95 21.69 14.86
O 16.54 20.50 14.28
C 15.59 19.58 13.86
H 20.25 23.74 11.19
H 21.18 22.19 11.29
H 21.81 23.64 12.01
H 19.38 24.55 13.33
H 20.97 24.43 13.95
H 19.02 24.29 15.72
H 19.71 22.67 15.70
H 18.26 22.22 13.91
H 16.67 23.25 16.20
H 17.64 21.78 16.18
H 15.39 22.20 14.11
H 15.32 21.26 15.63
H 16.12 18.70 13.49
H 15.03 20.07 12.98
H 14.82 19.22 14.56
C 23.25 12.59 21.40
O 23.25 13.99 21.31
C 22.96 14.50 20.01
C 21.46 14.33 19.66
N 21.09 15.25 18.60
C 19.71 15.53 18.42
C 19.21 16.71 19.24
O 19.73 17.96 18.66
C 19.84 18.94 19.64
H 23.77 12.37 22.35
H 24.00 12.20 20.66
H 22.24 12.07 21.37
H 23.58 13.99 19.29
H 23.00 15.58 20.05
H 20.89 14.58 20.52
H 21.23 13.32 19.32
H 21.57 14.97 17.76
H 18.99 14.69 18.48
H 19.53 15.86 17.35
H 19.58 16.61 20.29
H 18.11 16.72 19.22
H 18.89 19.14 20.18
H 20.10 19.82 19.08
H 20.59 18.67 20.41
C 12.40 25.90 19.04
O 11.84 24.63 19.20
C 10.81 24.40 18.26
C 9.96 23.25 18.77
N 10.74 22.00 18.81
C 10.09 20.88 19.44
C 9.92 21.09 20.98
O 11.14 21.00 21.56
C 11.22 21.77 22.74
H 13.17 25.97 19.79
H 11.69 26.67 19.32
H 12.72 26.04 17.98
H 11.29 23.98 17.35
H 10.24 25.35 18.08
H 9.19 23.27 17.97
H 9.38 23.59 19.65
H 11.52 22.30 19.39
H 10.71 19.98 19.27
H 9.11 20.73 18.95
H 9.26 20.22 21.28
H 9.40 22.08 21.11
H 11.10 22.81 22.43
H 12.23 21.62 23.20
H 10.48 21.57 23.56
C 19.21 23.08 18.55
O 18.77 21.98 19.27
C 18.76 22.20 20.65
C 17.37 21.79 21.16
N 16.41 22.81 20.76
C 15.03 22.43 20.60
C 14.84 21.47 19.39
O 15.09 22.20 18.15
C 13.93 22.84 17.56
H 19.46 22.77 17.55
H 20.05 23.56 19.02
H 18.42 23.82 18.49
H 18.98 23.19 20.98
H 19.51 21.48 21.07
H 17.29 21.65 22.29
H 17.28 20.72 20.81
H 16.71 23.15 19.88
H 14.40 23.33 20.40
H 14.65 21.95 21.52
H 13.81 21.01 19.45
H 15.52 20.65 19.50
H 13.42 23.57 18.21
H 13.19 22.12 17.11
H 14.39 23.47 16.76
C 15.07 30.20 26.63
O 14.98 29.00 27.27
C 14.36 27.98 26.50
C 15.38 27.37 25.57
N 16.73 27.33 26.17
C 17.76 27.19 25.21
C 17.79 25.74 24.70
O 19.00 25.65 24.02
C 19.21 24.66 23.08
H 15.67 30.84 27.27
H 14.01 30.58 26.50
H 15.53 30.29 25.61
H 13.48 28.37 25.97
H 14.14 27.16 27.16
H 15.45 27.92 24.61
H 15.04 26.33 25.26
H 16.79 28.08 26.86
H 18.74 27.35 25.76
H 17.70 27.89 24.43
H 16.90 25.51 24.02
H 17.60 25.06 25.54
H 18.30 24.60 22.45
H 19.44 23.62 23.49
H 20.17 25.01 22.62
C 17.27 32.70 21.17
O 17.60 31.43 20.67
C 18.42 31.52 19.48
C 18.67 30.19 18.93
N 19.63 29.45 19.77
C 20.04 28.15 19.33
C 21.12 27.56 20.17
O 20.79 27.43 21.54
C 21.87 27.58 22.44
H 18.12 33.43 21.22
H 16.87 32.54 22.18
H 16.57 33.18 20.49
H 19.36 32.06 19.76
H 17.88 32.20 18.81
H 19.04 30.30 17.90
H 17.68 29.67 18.87
H 19.35 29.45 20.75
H 20.35 28.26 18.25
H 19.20 27.43 19.25
H 22.00 28.17 19.98
H 21.45 26.57 19.74
H 21.50 27.45 23.43
H 22.40 28.52 22.34
H 22.62 26.80 22.27
*
```

Mulliken atomic charge list, values in e, 99 entries: -1.0308 2.5143 -1.6054 -0.0215 -1.0345 -0.4112 -0.1806 -0.2871 0.7915 -1.0203 0.4517 0.4690 0.3588 0.2026 0.3759 0.3002 0.2707 0.2145 0.8602 -1.2704 0.2669 -1.1005 -0.7145 -0.2434 -1.0360 0.7830 0.0282 0.4697 0.3461 0.2364 0.3523 0.3864 0.3791 0.2230 0.2700 0.2825 -0.8528 -0.5100 0.3741 -1.2211 -0.5872 0.4115 -0.9826 -0.3526 -0.3313 0.3543 0.4873 -0.1298 0.0416 0.5381 -0.1162 0.4375 0.3194 0.4666 0.3414 0.1773 0.4791 0.0295 -0.6365 -0.2733 -0.1840 0.2323 1.1822 -0.7666 0.6805 -0.5596 -0.6279 0.1210 0.3547 0.2934 -0.2681 0.2130 -0.1749 0.1928 -0.5567 -0.5848 0.6911 0.1990 -0.1664 0.5104 -0.0650 0.3192 -0.0410 -0.4985 0.9484 -0.7727 -0.1687 -0.5964 -0.7073 -0.3255 -0.5480 0.5102 -0.0599 -0.4143 -0.1945 -0.4515 0.5319 0.2516 0.0925

---

[3]
Here is C3H6N2OS in the gas phase in a non-equilibrium geometry from the OMol25 dataset. Energies are from ωB97M-V with the def2-TZVPD basis set.

The calculation puts the total energy at -19067.0038 eV. The highest occupied orbital energy comes out at -9.1 eV. The value obtained for the HOMO-LUMO gap is 9.44 eV. Its SMILES is NNC(=O)[C@@H]1CS1.

Structure (ORCA input):
```
! RIJCOSX wB97M-V def2-TZVPD def2/J DEFGRID3
* xyz 0 1
C 1.04 0.38 -0.04
C -0.08 -0.71 -0.04
C -0.44 -1.28 -1.39
H 0.48 0.04 2.84
H -0.90 0.44 1.54
H 1.87 1.88 1.04
H -0.20 -1.70 0.64
H -0.83 -2.43 -1.21
H 0.25 -1.09 -2.27
N 0.13 0.70 2.06
N 1.30 0.90 1.15
O 1.55 0.64 -1.17
S -1.65 -0.24 -0.43
*
```

Computed Mulliken charges, given in elementary charges: 0.5943 -0.1637 -0.7236 0.2807 0.3075 0.3325 0.2950 0.2466 0.3132 -0.5689 -0.1118 -0.6415 -0.1603

---

Computed LUMO level, in the same sequence as the records: -1.20, 0.60, 0.38 eV.
Computed energy relative to the best compared isomer or geometry (same formula, charge and spin), in the same sequence as the records: 96.76, 212.33, 498.14 kJ/mol.